Density functional theory data (ωB97M-V/def2-TZVPD) for an isolated ion of composition NO4S2 and charge +1.

Bonds (Å) are listed after each position.
Element x y z (Å)
1 N 0.212 -0.585 0.609  S6 1.771, S7 1.568
2 O -1.586 0.260 -1.031  S6 1.392
3 O -2.472 -0.125 1.236  S6 1.398
4 O 1.078 1.121 -0.983  S7 1.433
5 O 2.658 -0.680 -0.054  S7 1.399
6 S -1.418 0.050 0.335  N1 1.771, O2 1.392, O3 1.398
7 S 1.423 -0.046 -0.227  N1 1.568, O4 1.433, O5 1.399

Its net charge is +1. The HOMO energy comes out at -18.32 eV. Its structure (SMILES) is O=S(=O)=[N+]=S(=O)=O. The frontier orbital gap is 9.4 eV.

=====

Density functional theory data (ωB97M-V/def2-TZVPD) for a 2-piece molecular cluster, C3H11N2S overall.

Bonds (Å) are listed after each position.
Element x y z (Å)
1 C 1.123 -2.040 -0.328  C3 1.508, H7 1.075, H8 1.082, H9 1.159
2 C -0.647 1.913 1.739  H10 1.051, H11 1.124, H12 1.037, H14 1.046
3 C 0.516 -0.789 -0.910  C1 1.508, N4 1.376, N5 1.464, H13 1.132
4 N 1.291 0.329 -1.119  C3 1.376, S6 1.536
5 N 0.083 -1.141 -2.263  C3 1.464, H15 1.106, H16 1.085
6 S 2.382 1.043 -0.307  N4 1.536, H17 1.470
7 H 1.451 -1.905 0.687  C1 1.075
8 H 0.442 -2.880 -0.344  C1 1.082
9 H 1.986 -2.335 -1.043  C1 1.159
10 H -0.522 2.252 0.752  C2 1.051
11 H -1.365 1.065 1.911  C2 1.124
12 H -1.144 2.681 2.227  C2 1.037
13 H -0.467 -0.553 -0.401  C3 1.132
14 H 0.251 1.942 2.275  C2 1.046
15 H -0.863 -1.710 -2.315  N5 1.106
16 H 0.301 -0.483 -3.098  N5 1.085
17 H 2.561 2.127 -1.284  S6 1.470

Its net charge is +1. The HOMO energy (alpha / beta) comes out at -13.41 / -13.41 eV. The frontier orbital gap (alpha / beta) is 6.0 / 6.0 eV.

=====

Density functional theory data (ωB97M-V/def2-TZVPD) for a 7-piece molecular cluster, C3H20O7 overall.

Bonds (Å) are listed after each position.
Element x y z (Å)
1 C -0.294 -2.979 0.555  O2 1.506, C3 1.536, H5 1.143, H6 1.108
2 O 1.126 -2.483 0.603  C1 1.506, H7 0.988
3 C -1.245 -1.815 0.873  C1 1.536, C4 1.537, H8 1.096, H9 1.078
4 C -2.438 -1.653 -0.083  C3 1.537, H10 1.079, H11 1.102, H12 1.120
5 H -0.478 -3.418 -0.485  C1 1.143
6 H -0.393 -3.762 1.333  C1 1.108
7 H 1.637 -3.082 1.200  O2 0.988
8 H -1.561 -2.026 1.901  C3 1.096
9 H -0.659 -0.913 0.798  C3 1.078
10 H -3.181 -2.377 0.217  C4 1.079
11 H -2.911 -0.664 0.021  C4 1.102
12 H -2.169 -1.974 -1.122  C4 1.120
13 H 1.126 1.806 -1.221  O15 0.921
14 H 1.063 0.250 -1.151  O15 1.013
15 O 0.816 1.074 -1.686  H13 0.921, H14 1.013
16 H -0.915 1.649 -3.621  O18 0.942
17 H -0.413 1.964 -2.309  O18 1.002
18 O -0.771 2.433 -3.119  H16 0.942, H17 1.002
19 H -0.318 1.209 3.761  O21 0.984
20 H -1.329 0.658 2.741  O21 0.946
21 O -0.613 0.392 3.299  H19 0.984, H20 0.946
22 H 0.065 3.121 0.427  O24 0.908
23 H -0.714 3.463 -0.846  O24 0.994
24 O -0.753 3.399 0.145  H22 0.908, H23 0.994
25 H 2.453 -1.091 -1.855  O27 0.967
26 H 1.995 -2.052 -0.699  O27 0.971
27 O 1.772 -1.242 -1.186  H25 0.967, H26 0.971
28 H 2.643 1.554 1.184  O30 0.989
29 H 1.017 1.390 1.147  O30 0.954
30 O 1.785 1.800 0.758  H28 0.989, H29 0.954

Its net charge is 0. The HOMO energy comes out at -10.19 eV. Its structure (SMILES) is CCCO.O.O.O.O.O.O. The frontier orbital gap is 10.4 eV.

=====

Density functional theory data (ωB97M-V/def2-TZVPD) for a 2-piece molecular cluster, CH5FN4 overall.

Bonds (Å) are listed after each position.
Element x y z (Å)
1 C 0.079 0.526 0.520  N3 1.395, N4 1.575, N5 1.382
2 N -1.402 -1.505 0.361  N5 1.315, H7 0.947, H11 0.888
3 N -0.279 1.643 -0.235  C1 1.395, H8 1.094, H9 1.036
4 N 0.614 -0.519 -0.530  C1 1.575, N5 1.206
5 N -0.422 -0.678 0.065  C1 1.382, N2 1.315, N4 1.206
6 F 3.291 -0.043 0.270  H10 1.071
7 H -1.986 -1.080 0.973  N2 0.947
8 H -1.145 1.526 -0.893  N3 1.094
9 H 0.458 2.224 -0.674  N3 1.036
10 H 2.299 0.265 0.005  F6 1.071
11 H -1.506 -2.358 0.138  N2 0.888

Its net charge is 0. The HOMO energy (alpha / beta) comes out at -7.97 / -7.97 eV. Its structure (SMILES) is NC1=NN1N.F. The frontier orbital gap (alpha / beta) is 8.1 / 8.1 eV.

=====

Energy above the lowest of the compared OMol25 structures with the same formula, charge and spin for every record listed, in sequence, given in kJ/mol: 3.6; 500.0; 181.0; 461.3.